16
Properties=species:S:1:pos:R:3:forces:R:3 method="wB97M-V/def2-TZVPD" e_lumo_ev=-3.2 charge=+1 e_homo_ev=-12.62 homo_lumo_gap_ev=9.411
C -0.83799 -0.14140 -1.98166 0.900 0.999 0.371
N 0.61810 2.88961 0.13941 -1.437 0.896 2.032
N -0.50585 0.63623 0.28260 -0.820 -0.718 0.183
N -0.59287 0.15366 -0.88793 -0.707 0.707 -1.676
N -0.25193 -2.24678 -0.09481 -4.606 -0.842 1.463
N 0.29372 -1.81197 1.18925 -0.689 -0.909 0.843
H -0.53189 -0.30830 -3.01058 -0.380 -0.367 0.512
H 1.50302 2.52282 -0.01765 1.929 -0.293 -0.927
H 0.08326 3.18929 -0.65060 0.299 0.574 -0.466
H -0.48658 -0.09379 0.98344 0.478 -0.488 0.331
H -0.04920 1.63391 0.41530 -0.154 0.083 -0.378
H -1.27753 -2.64110 0.11636 2.826 1.289 -0.656
H 0.15889 -3.02099 -0.57353 1.071 -0.875 0.467
H -0.04295 -2.29419 2.06802 0.214 0.000 -1.672
H 1.25497 -2.03743 1.11737 1.264 0.113 0.291
H 0.66482 3.57044 0.90499 -0.189 -0.170 -0.719

=====

64
Properties=species:S:1:pos:R:3:forces:R:3 method="wB97M-V/def2-TZVPD" e_lumo_ev=-6.6 charge=+2 e_homo_ev=-13.28 homo_lumo_gap_ev=6.717
Hf 0.32907 0.03415 0.66355 -0.332 -0.004 -0.385
C 1.30805 -4.09482 2.43410 -0.191 -0.055 -0.038
C 0.93991 -2.67822 2.18099 0.166 0.115 0.036
N 0.52311 -2.20374 1.05983 0.228 -0.037 -0.024
N 0.26558 -3.04951 0.00486 0.007 0.066 -0.016
C -0.05403 -2.34350 -1.04115 0.046 -0.079 0.111
O -0.01447 -1.01269 -1.00282 -0.067 -0.036 0.174
C -0.48063 -2.97573 -2.28756 0.034 0.051 -0.050
C -0.56149 -2.20899 -3.45171 -0.019 -0.012 0.006
C -0.96136 -2.80115 -4.63761 0.001 0.002 0.010
C -1.28522 -4.15150 -4.66161 0.000 -0.004 -0.004
C -1.20658 -4.91558 -3.50299 -0.003 -0.006 0.000
C -0.80209 -4.33395 -2.31574 0.022 0.011 0.006
C 1.10306 -1.64607 3.23407 -0.013 -0.036 0.019
C 1.53372 -1.94768 4.51083 -0.007 0.001 -0.006
C 1.64792 -0.92767 5.44911 -0.008 0.014 -0.017
C 1.32470 0.36685 5.08434 0.000 -0.015 -0.010
C 0.90624 0.60125 3.78626 0.005 0.018 0.026
N 0.79682 -0.37373 2.87755 -0.025 0.017 -0.037
H 1.09895 -4.69893 1.55786 0.007 -0.004 -0.002
H 2.37450 -4.15275 2.66513 0.000 0.000 0.005
H 0.76153 -4.49602 3.28901 -0.003 0.005 -0.001
H -0.28992 -1.16189 -3.42487 0.001 -0.003 -0.002
H -1.01156 -2.21550 -5.54538 0.001 0.001 0.000
H -1.59577 -4.61313 -5.58941 -0.001 -0.002 0.000
H -1.45908 -5.96662 -3.52954 0.000 -0.001 -0.002
H -0.73434 -4.91733 -1.40819 -0.001 -0.006 -0.003
H 1.77760 -2.96638 4.77395 0.000 0.002 0.001
H 1.98445 -1.14879 6.45296 0.002 -0.002 0.003
H 1.39447 1.18821 5.78245 -0.001 0.001 0.001
H 0.64419 1.60261 3.46194 0.002 -0.003 -0.001
I -3.31751 4.22198 0.72964 0.007 -0.001 -0.003
C -2.26063 4.75274 2.49085 0.026 0.000 -0.025
I -0.19544 4.27043 2.44368 -0.010 0.015 0.016
H -2.71455 4.24251 3.32940 -0.006 0.002 -0.001
H -2.33473 5.82777 2.59263 -0.002 -0.002 0.020
Br 3.13291 -0.27943 0.57788 0.072 -0.016 -0.033
C 3.55655 1.29754 -0.44910 0.007 -0.029 0.034
C 4.84993 1.54735 -0.77788 -0.018 0.015 -0.010
C 5.11753 2.69986 -1.55075 -0.009 -0.008 0.008
C 4.09745 3.51368 -1.95307 0.008 -0.002 -0.002
C 2.75412 3.23005 -1.60445 -0.018 0.009 -0.007
C 1.67754 4.04935 -2.03178 0.007 -0.012 0.008
C 0.39039 3.74657 -1.69471 0.005 0.000 0.023
C 0.12135 2.61367 -0.89495 0.078 -0.037 0.055
C 1.12292 1.77806 -0.43612 0.045 -0.025 0.122
C 2.45703 2.09282 -0.81649 0.009 0.038 -0.016
H 5.65240 0.89242 -0.46867 0.004 0.001 -0.001
H 6.13958 2.92191 -1.82349 0.002 0.001 0.000
H 4.30529 4.39043 -2.55301 0.003 0.000 -0.001
H 1.89668 4.92095 -2.63595 0.000 0.001 -0.001
H -0.42498 4.37760 -2.02303 0.003 0.001 -0.004
H -0.91889 2.44033 -0.62627 -0.012 -0.006 -0.003
C -5.15987 0.91783 0.11722 -0.024 -0.017 0.017
N -3.87697 0.43744 -0.42553 0.006 -0.004 -0.015
C -3.82487 -0.03650 -1.82412 -0.023 -0.029 -0.008
C -2.81297 0.38938 0.28211 0.066 -0.026 0.202
N -1.82519 0.30963 0.90550 -0.085 0.121 -0.180
H -5.88299 0.10548 0.07033 0.000 0.003 0.006
H -5.50634 1.75780 -0.48155 0.003 -0.002 -0.010
H -5.02662 1.23933 1.14554 0.005 0.000 0.002
H -4.57160 -0.81745 -1.95516 0.003 -0.001 0.001
H -2.83730 -0.44046 -2.03864 -0.001 0.012 0.003
H -4.03754 0.79770 -2.49028 0.000 0.001 0.004

=====

The records above yield energy relative to the best compared isomer or geometry (same formula, charge and spin) values of 4.334 0.374 eV, respectively.